103
Properties=species:S:1:pos:R:3 method="wB97M-V/def2-TZVPD" gap_ha=0.26303 de_lowest_kcal_mol=25.0 e_tot_ha=-3164.3695 lumo_energy_ev=2.44 charge=-1
Sr 0.08940 -0.95408 0.43860
O 0.74937 1.07871 -0.35568
C 0.96954 2.31187 -0.09286
C 0.81644 3.31783 -1.09359
C 1.05082 4.64659 -0.83882
C 1.44747 5.08214 0.43286
C 1.59956 4.13708 1.42308
C 1.37203 2.77331 1.20027
C 1.57484 1.87017 2.31833
N 1.35767 0.61553 2.32689
C 1.69877 -0.11315 3.54223
C 0.91316 -1.41840 3.58195
N 1.19925 -2.14491 2.36198
C 1.69813 -3.31191 2.45148
C 2.07720 -4.16506 1.34397
C 2.59098 -5.42787 1.66993
C 2.95697 -6.34584 0.71283
C 2.78230 -5.99064 -0.63163
C 2.28906 -4.75977 -0.98703
C 1.93794 -3.76497 -0.02603
O 1.52088 -2.60746 -0.38926
H 0.48833 2.98992 -2.07277
H 0.91856 5.37233 -1.63472
H 1.62903 6.13033 0.62973
H 1.90682 4.44785 2.41804
H 1.96402 2.35513 3.22947
H 1.51619 0.47957 4.44845
H 2.76503 -0.36344 3.51226
H -0.15700 -1.19677 3.61103
H 1.16486 -1.98874 4.48747
H 1.87121 -3.74768 3.44827
H 2.69130 -5.67915 2.72227
H 3.35156 -7.31437 0.98966
H 3.03276 -6.70495 -1.40885
H 2.14098 -4.51972 -2.03074
O -1.80408 -1.90754 1.43288
S -2.55090 -1.79626 0.16254
O -2.92796 -3.05738 -0.41177
O -1.87871 -0.86963 -0.75628
C -4.00967 -0.90903 0.64227
C -5.26707 -1.36603 0.29319
C -6.38228 -0.62272 0.65322
C -6.22176 0.56791 1.34548
C -4.95371 1.01622 1.69234
C -3.82316 0.28067 1.35657
P -2.10309 0.79547 1.85531
C -2.20576 0.44640 3.65680
C -2.99772 -0.57316 4.17733
C -2.92820 -0.90665 5.52346
C -2.06635 -0.22683 6.37071
C -1.26792 0.79008 5.86270
C -1.33296 1.11681 4.51785
C -2.35248 2.62368 1.82513
C -2.08284 3.21582 0.59097
C -2.23382 4.58111 0.40681
C -2.65712 5.37912 1.45979
C -2.93427 4.80275 2.69116
C -2.78590 3.43395 2.87216
H -5.35512 -2.29418 -0.25587
H -7.37325 -0.97060 0.39030
H -7.09040 1.15404 1.61950
H -4.84534 1.95086 2.22835
H -3.65874 -1.12665 3.52295
H -3.54929 -1.70516 5.90992
H -2.00770 -0.49204 7.41892
H -0.58562 1.32229 6.51446
H -0.69248 1.89742 4.12287
H -1.73559 2.59433 -0.22714
H -1.99447 5.02240 -0.55178
H -2.76119 6.44868 1.32521
H -3.27018 5.41912 3.51643
H -3.01122 2.99945 3.83795
C 3.31004 -2.14440 -4.90945
C 2.23502 -2.36402 -3.85144
C 1.17582 -3.35888 -4.32380
Sb 1.17384 -0.68710 -2.92544
C 2.80618 0.76142 -2.82672
C 3.88804 0.13648 -1.94551
C 3.37277 1.34347 -4.11581
C 0.04211 0.03260 -4.67481
C 0.66898 -0.02105 -6.06253
C -0.46810 1.43477 -4.34424
H 3.69508 -3.11458 -5.24937
H 4.15678 -1.58496 -4.51242
H 2.93900 -1.61614 -5.78827
H 2.72460 -2.78346 -2.96866
H 0.64333 -2.98530 -5.20284
H 0.43214 -3.55391 -3.54677
H 1.62942 -4.31813 -4.60077
H 2.35628 1.57860 -2.26303
H 4.37907 -0.70410 -2.44374
H 3.46876 -0.23411 -1.00695
H 4.66088 0.87395 -1.70064
H 3.77344 0.58191 -4.78406
H 4.18909 2.03885 -3.88225
H 2.61721 1.90673 -4.66542
H -0.81808 -0.64537 -4.66383
H 1.58554 0.56652 -6.12274
H -0.02801 0.38057 -6.80977
H 0.90839 -1.04249 -6.35773
H 0.35297 2.15768 -4.33004
H -0.95222 1.45999 -3.36450
H -1.19550 1.78032 -5.08822